# 1
C30H60N3O12P3 | ωB97M-V/def2-TZVPD

Geometry as ORCA input:
```
! RIJCOSX wB97M-V def2-TZVPD def2/J DEFGRID3
* xyz 0 1
C -7.2523 -13.5985 33.7748
C -7.0421 -13.9845 35.2023
O -6.3205 -12.9367 35.8005
P -6.8104 -12.0502 37.0196
O -5.7317 -11.3777 37.7155
O -7.8021 -13.0349 37.8570
C -8.2594 -12.8416 39.2320
C -7.0799 -12.9246 40.2391
O -7.8373 -10.9337 36.3675
C -7.2525 -10.1181 35.3771
C -8.0528 -8.7639 35.4037
H -6.3306 -13.1292 33.4305
H -7.6343 -14.4506 33.2127
H -7.9940 -12.8075 33.6636
H -8.0329 -14.2552 35.5671
H -6.4881 -14.9078 35.3713
H -8.7823 -11.8864 39.2787
H -8.9579 -13.6466 39.4606
H -6.5975 -13.8448 39.9098
H -6.3521 -12.1723 39.9349
H -7.2525 -12.9845 41.3137
H -6.2473 -9.9135 35.7456
H -7.1372 -10.5845 34.3987
H -7.6601 -7.9450 34.8010
H -9.0694 -8.8695 35.0249
H -8.0919 -8.2875 36.3833
C -5.7405 -11.8532 29.8972
C -6.7024 -11.1318 30.9531
O -7.6662 -10.3853 30.3342
P -9.0837 -10.3308 31.0078
O -9.2059 -10.4830 32.4990
O -9.7111 -8.9741 30.4847
C -10.2125 -7.9002 31.3448
C -9.3340 -6.6076 31.2124
O -9.9138 -11.3418 30.1123
C -9.7011 -12.7439 30.1592
C -10.5622 -13.4954 29.1816
H -5.2900 -11.1401 29.2067
H -4.9930 -12.4428 30.4280
H -6.2935 -12.4504 29.1722
H -7.1401 -11.9047 31.5848
H -6.0828 -10.5665 31.6493
H -11.2906 -7.7633 31.2612
H -10.3363 -8.1134 32.4066
H -9.9136 -5.6920 31.3304
H -8.3804 -6.5430 31.7366
H -9.0526 -6.7001 30.1634
H -8.6413 -12.9630 30.0292
H -9.8814 -13.2189 31.1236
H -11.5994 -13.1850 29.3079
H -10.3503 -13.3179 28.1272
H -10.7001 -14.5597 29.3724
C -10.0252 -15.5566 25.4635
C -10.5999 -16.9267 25.7400
O -9.8653 -17.7557 24.9923
P -10.1994 -19.3247 25.3646
O -9.9137 -19.6905 26.7517
O -11.7005 -19.4424 24.8223
C -12.4623 -20.5293 25.0665
C -13.7299 -20.3594 24.2850
O -9.4026 -20.2149 24.2472
C -8.1081 -20.7846 24.4245
C -8.2645 -22.0469 25.2391
H -10.4826 -14.7206 25.9927
H -8.9507 -15.5056 25.6399
H -10.0761 -15.5138 24.3755
H -10.6057 -17.1143 26.8137
H -11.6282 -16.9280 25.3784
H -11.9411 -21.4224 24.7217
H -12.5325 -20.6809 26.1436
H -14.3490 -21.2562 24.3051
H -14.2979 -19.4897 24.6153
H -13.6668 -20.0305 23.2477
H -7.6242 -20.7967 23.4478
H -7.4468 -20.0892 24.9415
H -8.7513 -22.8488 24.6841
H -7.2808 -22.4105 25.5360
H -8.8451 -21.8482 26.1400
N -3.7868 -21.3472 25.3069
C -4.1052 -22.1045 26.3439
C -4.8906 -21.4256 27.2127
C -5.1373 -20.1363 26.6114
C -4.3191 -20.0989 25.5001
H -3.2406 -21.6388 24.5089
H -3.7823 -23.1325 26.4178
H -5.3804 -21.9913 27.9915
H -5.7111 -19.3265 27.0373
H -4.1691 -19.2603 24.8364
N -8.3667 -17.8351 28.3867
C -7.5232 -16.8850 27.9947
C -7.3465 -15.9487 28.9839
C -8.0338 -16.4398 30.0746
C -8.6017 -17.5949 29.7029
H -8.8059 -18.5716 27.8531
H -7.3029 -16.9014 26.9375
H -6.8843 -14.9808 28.8576
H -7.9866 -16.0444 31.0785
H -9.1190 -18.4229 30.1647
N -8.5644 -24.4072 31.1416
C -9.1675 -23.2499 31.3325
C -8.6564 -22.2790 30.4762
C -7.6539 -22.8715 29.6965
C -7.5463 -24.1602 30.1992
H -8.6676 -25.3251 31.5503
H -10.0694 -23.2802 31.9259
H -9.0620 -21.2789 30.4351
H -7.0212 -22.4554 28.9265
H -6.9544 -24.9686 29.7958
*
```

- E_LUMO (eV) = 0.701
- F_max (eV Å⁻¹) = 5.6


# 2
C30H60N8O5Si4Sm | ωB97M-V/def2-TZVPD

Geometry as ORCA input:
```
! RIJCOSX wB97M-V def2-TZVPD def2/J DEFGRID3
* xyz 1 6
Sm 0.0844 0.0461 0.5282
N 0.8626 0.4132 -1.9241
C 0.3694 1.5517 -2.7087
C -1.1361 1.6740 -2.5583
N -1.6160 2.1133 -1.2354
C -3.0896 2.0505 -1.3416
C -3.9225 2.3279 -0.1015
N -3.8376 1.2331 0.8665
C -1.1769 3.4938 -0.9502
C -0.4796 3.6374 0.3961
N 0.7121 2.7719 0.4633
H 1.8455 0.2674 -2.1301
H 0.3628 -0.4174 -2.2762
H 0.5761 1.4291 -3.7764
H 0.8873 2.4579 -2.3904
H -1.5602 0.6853 -2.7446
H -1.5101 2.3528 -3.3390
H -3.3523 1.0483 -1.6894
H -3.4164 2.7650 -2.1110
H -4.9493 2.4722 -0.4488
H -3.6160 3.2591 0.3816
H -3.8196 0.3381 0.3866
H -4.6291 1.2435 1.4977
H -2.0290 4.1788 -0.9690
H -0.4925 3.8324 -1.7318
H -1.1537 3.3343 1.1953
H -0.2285 4.6930 0.5407
H 1.1477 2.8857 1.3753
H 1.3981 3.0982 -0.2109
N 1.4686 -4.3593 -1.2499
C 2.2901 -4.1585 -0.1764
C 2.1266 -2.8552 0.1657
N 1.2155 -2.2505 -0.6651
C 0.8234 -3.1969 -1.5163
C -0.1130 -3.0778 -2.6189
N -0.6444 -1.9622 -3.0613
C -1.4603 -2.3052 -4.1031
C -1.4176 -3.6524 -4.3044
N -0.5508 -4.1334 -3.3612
H 1.3500 -5.2333 -1.7290
H 2.9064 -4.9364 0.2382
H 2.6071 -2.3068 0.9557
H -2.0215 -1.5626 -4.6459
H -1.9182 -4.2888 -5.0123
H -0.3234 -5.1028 -3.2297
O -1.9329 -0.9364 -0.2548
C -1.6263 -1.9154 0.4923
O -0.9149 -1.7500 1.5228
C -2.0586 -3.2907 0.1083
C -1.4590 -4.3868 0.7136
C -1.7592 -5.6891 0.3158
C -2.6923 -5.8325 -0.6837
O -3.1436 -6.9801 -1.2623
C -4.1434 -6.5927 -2.2033
O -4.1852 -5.1700 -2.2362
C -3.3166 -4.7362 -1.2712
C -3.0163 -3.4539 -0.9046
H -0.7508 -4.2165 1.5123
H -1.2963 -6.5516 0.7764
H -5.1164 -6.9866 -1.8998
H -3.8840 -6.9818 -3.1910
H -3.4882 -2.5966 -1.3642
C 4.9922 -1.2855 0.3412
Si 4.3688 0.1625 1.4158
C 5.8547 0.6227 2.4948
C 4.0989 1.5358 0.1106
Si 2.2281 0.0621 2.5092
Si 2.6190 1.9306 3.9644
C 3.7589 1.4800 5.4110
C 1.0649 2.6931 4.7561
C 3.3947 3.4198 3.0623
Si 2.1042 -1.7028 4.1309
C 3.5190 -1.9647 5.3653
C 0.5002 -1.3800 5.0940
C 1.8020 -3.4213 3.3731
H 5.9718 -1.0442 -0.0769
H 4.3184 -1.4790 -0.4959
H 5.1005 -2.2146 0.9075
H 6.7285 0.8620 1.8851
H 6.1236 -0.2073 3.1525
H 5.6419 1.4841 3.1312
H 4.9559 1.6479 -0.5582
H 3.9163 2.5075 0.5768
H 3.2232 1.2915 -0.5009
H 3.1880 0.9971 6.2070
H 4.2356 2.3673 5.8337
H 4.5471 0.7897 5.1048
H 0.6074 2.0138 5.4791
H 0.3101 2.9473 4.0069
H 1.3283 3.6105 5.2868
H 4.3416 3.1673 2.5816
H 3.5919 4.2232 3.7754
H 2.7317 3.8283 2.2939
H 3.6024 -1.1378 6.0714
H 4.4792 -2.0596 4.8524
H 3.3549 -2.8801 5.9378
H 0.4976 -0.4061 5.5911
H 0.3314 -2.1394 5.8616
H -0.3451 -1.4131 4.4013
H 2.7017 -3.8652 2.9404
H 1.0435 -3.3436 2.5948
H 1.4258 -4.1080 4.1358
C -1.7358 1.0941 3.6081
O -1.3318 1.2293 2.2444
H -2.2050 2.0168 3.9563
H -0.8567 0.8882 4.2084
H -2.4393 0.2658 3.7243
H -2.2008 1.2973 1.7271
*
```

- E_LUMO (alpha / beta) (eV) = -2.365 / -1.996
- F_max (eV Å⁻¹) = 1.7
- ΔE to the lowest compared entry with this formula, charge and spin (eV) = 0.126


# 3
C30H60O25S5 | ωB97M-V/def2-TZVPD

Geometry as ORCA input:
```
! RIJCOSX wB97M-V def2-TZVPD def2/J DEFGRID3
* xyz 0 1
C 9.3483 0.1697 4.6447
C 10.7646 -0.1227 4.5835
C 10.8456 -1.5208 4.9432
O 9.6689 -2.1157 4.3042
C 8.6972 -1.1459 4.3274
H 9.0535 1.0104 4.0165
H 9.3134 0.5453 5.6673
H 11.5976 0.4807 4.9442
H 10.9395 0.0564 3.5226
H 10.9120 -1.7109 6.0144
H 11.7061 -1.9635 4.4415
H 7.9563 -1.5836 4.9963
H 8.3652 -1.0743 3.2917
C -6.5954 2.0586 3.7118
C -5.2182 1.3498 3.8778
C -4.6599 1.9354 5.1789
O -5.8441 2.3426 5.9297
C -6.9699 2.4691 5.0988
H -7.3772 1.4539 3.2522
H -6.4495 2.9092 3.0459
H -4.6073 1.5440 2.9961
H -5.3800 0.2769 3.9812
H -3.9982 2.7519 4.8896
H -4.0427 1.2158 5.7168
H -7.2214 3.5292 5.1320
H -7.7967 1.9156 5.5439
C -6.2284 2.9012 -3.1260
C -5.2610 1.9836 -2.3290
C -6.1996 0.7802 -1.9851
O -7.5202 1.2679 -1.9640
C -7.5004 2.6708 -2.2521
H -6.4408 2.6330 -4.1610
H -5.7451 3.8758 -3.0583
H -4.8771 2.4653 -1.4297
H -4.4067 1.6183 -2.8990
H -5.7532 0.2324 -1.1552
H -6.0572 0.0328 -2.7656
H -7.5414 3.4334 -1.4744
H -8.3143 2.9718 -2.9116
C -0.3452 -6.5671 -4.7624
C 0.9312 -6.2459 -3.8453
C 1.4496 -4.9064 -4.3405
O 0.2693 -4.2576 -4.6152
C -0.7327 -5.1134 -5.0676
H -1.0577 -7.2730 -4.3356
H 0.0872 -7.0407 -5.6438
H 1.6611 -7.0550 -3.8722
H 0.6905 -6.2355 -2.7823
H 1.9213 -4.8703 -5.3224
H 2.0552 -4.3935 -3.5932
H -0.7636 -4.8917 -6.1344
H -1.6461 -4.8709 -4.5244
C 3.9463 1.6216 -6.2868
C 3.8567 3.0823 -6.1182
C 4.1283 3.6080 -7.5490
O 3.3984 2.6114 -8.2469
C 3.5573 1.3300 -7.6440
H 3.2541 1.2122 -5.5510
H 4.9404 1.3459 -5.9349
H 4.4546 3.5064 -5.3115
H 2.8681 3.4062 -5.7931
H 5.1860 3.6720 -7.8044
H 3.6531 4.5846 -7.6415
H 4.3135 0.7661 -8.1901
H 2.6999 0.6652 -7.7486
C -2.1267 7.2958 0.3172
C -0.8580 8.2056 0.2524
O -0.4781 8.2213 -1.1074
S -0.6881 6.7292 -1.7589
O 0.3827 5.8418 -1.3278
O -0.9337 6.7954 -3.1985
O -2.0899 6.5089 -0.8832
H -3.0680 7.8438 0.2764
H -2.2519 6.6370 1.1765
H 0.0282 7.9117 0.8149
H -1.0027 9.2806 0.3599
C -0.3366 -1.0220 0.1909
C 0.2705 0.3236 -0.3125
O 0.6820 0.9105 0.8532
S 1.3706 -0.1641 1.9437
O 0.9534 0.1280 3.3288
O 2.7765 -0.3661 1.6281
O 0.3182 -1.3875 1.3510
H -0.4119 -1.8616 -0.5001
H -1.2447 -0.5660 0.5852
H -0.3630 0.9440 -0.9464
H 1.1275 0.0894 -0.9440
C -9.1475 -4.5380 0.2290
C -9.1052 -3.2866 1.1672
O -7.7510 -3.3738 1.7694
S -6.8488 -4.6886 1.3363
O -6.9571 -5.7569 2.2940
O -5.5314 -4.1652 0.9308
O -7.8754 -4.9831 0.0174
H -9.4973 -4.3285 -0.7819
H -9.6166 -5.4991 0.4395
H -9.9348 -3.2157 1.8706
H -9.0778 -2.3336 0.6389
C 0.4698 -7.1353 3.8727
C -0.0233 -8.1473 2.8297
O 0.2120 -9.4542 3.3907
S -0.0385 -9.3532 4.9442
O 0.9878 -10.2201 5.6266
O -1.4583 -9.6257 5.1925
O 0.2423 -7.7464 5.1315
H -0.0330 -6.1726 3.7796
H 1.5453 -6.9903 3.7709
H 0.4561 -8.1397 1.8508
H -1.0830 -7.9742 2.6421
C 5.7058 4.4531 0.8403
C 5.7154 5.8149 0.1685
O 6.7751 6.3795 0.7807
S 8.0921 5.4416 0.8641
O 8.7458 5.4480 2.1719
O 8.9043 5.4360 -0.3877
O 7.0722 4.1116 0.9552
H 5.1498 3.7183 0.2581
H 5.3814 4.5504 1.8764
H 4.8624 6.4255 0.4647
H 5.6660 5.7150 -0.9158
*
```

- E_LUMO (eV) = -0.283
- F_max (eV Å⁻¹) = 5.3
- ΔE to the lowest compared entry with this formula, charge and spin (eV) = 8.292


# 4
C30H63ClFIN9O14PS | ωB97M-V/def2-TZVPD

Geometry as ORCA input:
```
! RIJCOSX wB97M-V def2-TZVPD def2/J DEFGRID3
* xyz 0 1
C -1.5278 -0.1102 2.0285
C -0.7006 1.0516 1.2513
C -1.4014 2.4812 1.1675
N 0.5096 0.7246 0.7875
C 0.6213 0.8451 -0.6772
P -0.3737 -0.3194 -1.8104
O -2.0200 0.1514 -1.7319
Cl 0.2318 0.1945 -3.8090
O 0.6180 2.1555 -1.3191
C 1.9284 2.6587 -1.6172
O 2.3313 3.8430 -1.6601
O 2.6925 1.4522 -1.8971
C 2.1988 0.4983 -0.9261
I 3.3709 1.0893 0.8686
S 2.7013 -1.2779 -1.2039
O 2.5947 -1.7225 -2.6372
O 1.9289 -2.1804 -0.2881
F 4.3442 -1.3554 -0.7713
H -1.1393 -1.1553 1.7869
H -2.6503 0.0075 1.7667
H -1.4543 0.1361 3.1605
H -2.5418 2.3642 1.0704
H -1.2300 3.0540 2.1652
H -1.0136 3.1651 0.3434
H -2.4444 -0.2074 -2.5561
C 4.2759 -6.5893 -5.7468
C 3.8802 -6.6588 -4.2965
O 4.1427 -7.6302 -3.5949
N 3.2112 -5.6002 -3.7677
C 2.8116 -4.3733 -4.4244
H 4.8008 -7.5043 -6.0239
H 3.3866 -6.4975 -6.3743
H 4.9458 -5.7429 -5.9128
H 2.9795 -5.7190 -2.7908
H 3.2726 -3.5383 -3.8952
H 1.7253 -4.2864 -4.3533
H 3.1094 -4.3482 -5.4710
C -2.4875 3.9865 -3.2613
C -2.8757 3.9418 -1.8079
O -2.6175 2.9791 -1.0945
N -3.5327 5.0143 -1.2900
C -3.9251 6.2350 -1.9628
H -1.9719 3.0627 -3.5276
H -3.3797 4.0768 -3.8854
H -1.8109 4.8246 -3.4437
H -3.7602 4.9116 -0.3081
H -3.4542 7.0744 -1.4488
H -5.0107 6.3323 -1.8865
H -3.6334 6.2423 -3.0116
C -6.8498 5.7325 1.9121
C -5.3841 6.0656 1.9857
O -4.5232 5.1991 2.0877
N -5.0251 7.3768 1.9349
C -5.8821 8.5360 1.8153
H -6.9789 4.6508 1.9642
H -7.3802 6.1847 2.7532
H -7.2679 6.0853 0.9665
H -4.0260 7.5221 1.9897
H -5.5982 9.0751 0.9084
H -5.7127 9.1783 2.6826
H -6.9360 8.2691 1.7631
C 3.0608 -13.2823 -3.8725
C 4.5249 -12.9435 -3.7861
O 5.3876 -13.8065 -3.6830
N 4.8780 -11.6297 -3.8258
C 4.0150 -10.4722 -3.9432
H 2.9361 -14.3648 -3.8281
H 2.5223 -12.8375 -3.0324
H 2.6480 -12.9253 -4.8187
H 5.8757 -11.4803 -3.7629
H 4.3015 -9.9243 -4.8425
H 4.1767 -9.8382 -3.0718
H 2.9625 -10.7443 -4.0040
C 4.7114 4.6755 4.6890
C 4.8745 3.2071 4.4028
O 5.6354 2.7929 3.5364
N 4.1436 2.3286 5.1407
C 3.1988 2.6150 6.1984
H 5.3565 5.2487 4.0223
H 3.6767 4.9791 4.5143
H 5.0008 4.8915 5.7200
H 4.3057 1.3625 4.8911
H 3.5427 2.1160 7.1076
H 2.2296 2.2047 5.9085
H 3.0992 3.6825 6.3868
C -3.8727 10.4285 -3.3871
C -4.2629 10.3821 -1.9347
O -4.0065 9.4190 -1.2220
N -4.9209 11.4552 -1.4168
C -5.3115 12.6757 -2.0891
H -3.3572 9.5052 -3.6538
H -4.7637 10.5198 -4.0124
H -3.1957 11.2665 -3.5673
H -5.1496 11.3519 -0.4377
H -4.8404 13.5160 -1.5745
H -6.3967 12.7748 -2.0161
H -5.0173 12.6823 -3.1367
C 0.8464 -1.9251 5.5553
C 0.4632 -0.5040 5.8672
O 0.8937 0.4432 5.2206
N -0.3906 -0.2864 6.9050
C -1.0023 -1.2626 7.7806
H 1.5299 -1.9382 4.7055
H 1.3525 -2.3742 6.4129
H -0.0418 -2.5046 5.2933
H -0.6014 0.6911 7.0536
H -2.0870 -1.1671 7.6954
H -0.7032 -1.0376 8.8066
H -0.7084 -2.2807 7.5332
C 0.5218 -7.9661 -0.1238
C 0.5910 -9.2795 0.6082
O -0.3409 -9.6992 1.2816
N 1.7367 -10.0075 0.5036
C 2.9374 -9.6849 -0.2371
H -0.4492 -7.5028 0.0541
H 1.2991 -7.2912 0.2418
H 0.6357 -8.1286 -1.1982
H 1.7097 -10.8755 1.0210
H 3.1137 -10.4811 -0.9637
H 3.7726 -9.6499 0.4659
H 2.8607 -8.7315 -0.7565
*
```

- E_LUMO (eV) = -0.470
- F_max (eV Å⁻¹) = 6.5